Molecular formula: C34H45F25GaO4
Method: DFT, ωB97M-V/def2-TZVPD

The HOMO-LUMO gap comes out at 6.360 eV. The charge is -1. The maximum force is 0.059 Eh/bohr.

XYZ file:
```
109
Properties=species:S:1:pos:R:3:forces:R:3:mulliken_charge:R:1
C 5.4017 4.0326 0.4726 -0.6 0.4 -0.8 -0.564
O 4.5973 2.8749 0.7161 1.2 0.3 0.7 -0.304
C 5.1870 1.9676 1.6512 0.1 -1.8 0.0 -0.580
C 5.4272 0.5705 0.9334 0.0 0.0 1.1 0.392
C 4.2840 -0.4613 1.2214 -0.5 0.6 -0.1 -1.051
C 2.8627 -0.0357 0.6909 -0.4 -0.1 -0.1 -0.154
C 1.6709 -0.5751 1.6084 0.7 -0.3 -0.2 -0.661
C 0.5831 -1.3898 0.8100 -0.2 0.7 -0.4 -0.825
C -0.8892 -0.8314 0.9915 0.5 -1.4 0.9 -0.418
C -1.9198 -1.8011 0.2888 0.6 0.4 -0.8 -0.623
C -2.8944 -1.1017 -0.7266 -0.4 -0.6 0.4 -0.880
Ga -4.2179 0.2280 0.1137 0.3 0.2 -0.2 0.290
C -4.9836 1.4148 -1.3757 -0.3 0.0 0.0 -1.010
F -3.2078 1.2121 1.4026 -0.4 -0.3 -0.6 -0.588
C -5.7653 -0.6519 1.1501 -0.7 0.3 0.4 -0.881
C -7.0792 0.1580 1.1969 -1.9 -0.5 -0.2 1.079
C -8.3260 -0.5438 0.8378 -0.9 2.2 0.5 -1.348
C -9.6190 0.1209 0.8889 0.7 1.1 0.6 -0.355
C -9.7589 1.5180 1.3042 2.6 -1.6 -0.2 -0.759
C -8.5233 2.2029 1.6395 -0.6 -1.5 -0.3 -0.611
C -7.2168 1.5479 1.5937 -0.8 0.1 -0.4 1.135
C -5.9759 2.3960 1.9891 -1.3 0.5 0.4 -1.340
H 5.3392 4.2354 -0.6347 0.0 0.0 1.0 0.048
H 4.9478 4.8955 1.0301 0.7 -0.6 -0.5 0.289
H 6.4867 3.8994 0.7012 -0.8 0.0 0.1 0.288
H 4.5342 1.7765 2.5503 0.3 0.5 -0.9 0.291
H 6.1778 2.2932 2.0533 -0.8 0.3 -0.5 0.373
H 5.6015 0.7935 -0.1456 -0.1 -0.4 0.7 -0.150
H 6.3570 0.1515 1.4109 -0.7 0.3 -0.8 0.036
H 4.5050 -1.4764 0.7914 0.0 0.9 0.5 0.283
H 4.2077 -0.5538 2.3403 0.2 -0.1 -1.0 0.396
H 2.7584 1.0730 0.5684 0.3 -0.9 0.2 0.173
H 2.7371 -0.4630 -0.3437 0.1 0.4 0.9 0.297
H 2.1584 -1.2287 2.3879 -0.6 0.5 -0.7 0.357
H 1.1968 0.2611 2.1866 0.4 -0.6 -0.7 0.338
H 0.7992 -1.3200 -0.2932 0.0 -0.1 0.9 0.331
H 0.6655 -2.4773 1.0656 -0.3 0.9 -0.1 0.240
H -0.9546 0.2329 0.6718 -0.1 -0.8 0.2 0.354
H -1.0937 -0.8909 2.0975 0.1 0.5 -1.0 0.239
H -2.4783 -2.3551 1.0854 0.3 0.4 -0.8 0.263
H -1.3024 -2.5570 -0.2845 -0.6 0.5 0.6 0.366
H -2.3728 -0.5754 -1.5687 -0.1 -0.5 0.7 0.278
H -3.5181 -1.9192 -1.1975 0.5 0.8 0.3 0.313
H -5.3606 2.3905 -0.9710 0.4 -0.7 -0.6 0.267
H -4.2192 1.5549 -2.1863 -0.8 0.1 0.7 0.303
H -5.8766 0.8745 -1.7989 0.8 0.5 0.2 0.258
H -5.9754 -1.6318 0.6351 0.1 0.8 0.7 0.296
H -5.4376 -0.8539 2.2060 -0.2 0.1 -0.9 0.391
H -8.3442 -1.6042 0.5122 0.4 0.8 0.2 0.418
H -10.5710 -0.4151 0.6488 1.1 0.3 0.1 0.386
H -10.7522 2.0073 1.3683 0.9 -0.4 -0.1 0.346
H -8.6237 3.2636 1.9771 0.4 -1.0 -0.3 0.198
H -5.5869 2.0152 2.9618 0.2 0.2 -0.9 0.291
H -5.2075 2.4938 1.1933 -0.4 -0.5 0.8 0.201
H -6.3471 3.4419 2.1934 0.3 -0.9 -0.2 0.342
C 10.1730 -0.1709 -2.0839 -0.3 0.5 -0.6 -0.670
C 11.3408 -1.1702 -1.9731 0.2 0.9 0.3 0.738
C 10.9911 -2.5653 -1.4566 0.2 -0.7 0.0 0.124
F 10.4857 -2.5425 -0.2081 0.1 0.1 -0.1 -0.202
F 12.1085 -3.3351 -1.4074 0.1 0.2 -0.2 -0.292
F 12.3288 -0.6136 -1.2345 -0.1 -0.2 0.1 -0.284
F 11.8496 -1.3189 -3.2310 -0.3 -0.3 0.0 -0.332
O 10.0044 0.7549 -1.0124 0.3 -0.8 0.8 -0.364
C 9.2910 0.3348 0.1090 -0.4 0.2 -1.6 0.751
C 10.1507 0.2833 1.3741 0.4 0.1 0.6 0.178
F 11.2050 -0.5440 1.2230 -0.1 0.1 -0.1 -0.230
F 9.4261 -0.1831 2.4190 -0.2 0.1 -0.2 -0.261
F 8.6761 -0.8327 -0.1532 -0.1 0.0 0.5 -0.278
F 8.3073 1.2465 0.2823 0.3 0.1 0.4 -0.192
H 10.4009 0.4621 -2.9434 0.2 0.0 0.1 0.501
H 9.2337 -0.6624 -2.3438 0.1 -0.2 0.2 0.331
H 10.2719 -3.0585 -2.1159 0.0 0.1 -0.1 0.297
H 10.5305 1.2768 1.6253 -0.1 0.1 -0.1 0.253
C 5.7185 2.3979 -3.8347 -0.6 -0.3 0.4 -0.838
C 7.2532 2.2529 -3.8634 -0.6 -0.5 -0.6 0.851
C 8.0541 3.5535 -3.8309 0.6 0.4 0.2 0.163
F 7.7995 4.3444 -4.8906 0.0 -0.1 0.1 -0.242
F 9.3848 3.2788 -3.8637 -0.1 -0.3 0.1 -0.265
F 7.6046 1.4907 -4.9258 0.2 0.2 0.0 -0.325
F 7.6002 1.5365 -2.7558 0.1 0.3 0.2 -0.245
O 5.0352 2.3274 -5.0845 0.8 0.7 -0.5 -0.449
C 4.9435 3.4931 -5.8470 -0.6 -0.4 1.4 0.763
C 5.6928 3.3814 -7.1769 0.3 -0.1 -0.6 0.198
F 7.0008 3.1079 -6.9872 -0.2 0.0 0.1 -0.211
F 5.6265 4.5508 -7.8570 -0.2 0.0 0.2 -0.262
F 5.3335 4.5544 -5.1160 0.0 0.2 -0.4 -0.272
F 3.6297 3.6739 -6.1007 0.2 0.0 -0.4 -0.299
H 5.3472 1.5319 -3.2837 0.1 -0.1 -0.1 0.345
H 5.3967 3.2597 -3.2467 0.2 0.1 -0.2 0.540
H 7.8492 4.1170 -2.9166 -0.1 -0.1 0.1 0.262
H 5.2656 2.5895 -7.7969 -0.1 0.0 0.1 0.244
C -12.5300 -3.7195 4.5305 0.1 0.2 0.8 -0.718
C -13.5783 -3.8130 3.4042 0.5 0.8 0.0 0.887
C -13.6617 -5.1490 2.6663 -0.4 -0.5 -0.4 0.096
F -12.5125 -5.4686 2.0432 -0.1 0.1 0.1 -0.200
F -14.6192 -5.0890 1.7048 -0.1 0.2 0.2 -0.280
F -13.3874 -2.7936 2.5393 0.0 -0.2 -0.1 -0.259
F -14.7970 -3.5925 3.9836 0.0 -0.4 0.1 -0.341
O -11.2827 -3.1119 4.2120 -0.1 -0.6 -0.9 -0.390
C -10.2983 -3.9090 3.6200 -0.5 0.0 1.2 0.664
C -9.9551 -3.4568 2.1994 0.3 0.5 -0.7 0.670
F -11.0431 -3.4722 1.3969 -0.1 0.0 0.2 -0.242
F -9.0445 -4.2880 1.6379 0.0 -0.1 0.4 -0.287
F -10.6599 -5.2077 3.6846 0.3 -0.1 -0.2 -0.291
F -9.2009 -3.7867 4.3963 0.1 0.1 -0.4 -0.294
H -12.9601 -3.0555 5.2823 0.0 0.1 -0.2 0.407
H -12.3940 -4.6727 5.0458 0.0 -0.1 -0.3 0.324
H -13.9244 -5.9595 3.3518 0.0 0.1 0.1 0.273
H -9.5487 -2.4420 2.1990 0.0 0.0 0.3 -0.093
```
Forces are in eV/Å.


Molecular formula: C34H45F5N9O3SbSe4Zr
Method: DFT, ωB97M-V/def2-TZVPD

The HOMO-LUMO gap comes out at 3.770 eV. The charge is 0. As for the energy relative to the best compared isomer or geometry (same formula, charge and spin): 22.23 kcal/mol. The maximum force is 0.026 Eh/bohr.

XYZ file:
```
102
Properties=species:S:1:pos:R:3:forces:R:3:mulliken_charge:R:1
Zr -0.1612 0.4624 0.3260 0.4 -0.2 -1.2 0.014
C -1.8619 3.4315 -0.9318 0.0 0.0 0.1 -0.560
C -0.7168 3.2338 -1.9091 0.2 0.0 -0.3 -1.055
N 0.3654 2.2539 -1.5817 -0.5 -0.1 0.3 1.914
C 1.6362 2.9351 -1.2734 0.0 0.0 0.2 0.921
C 2.2097 3.8580 -2.3393 0.0 0.1 0.0 -1.662
C 0.5380 1.3263 -2.7151 -0.1 0.1 -0.1 -0.894
C -0.6709 0.3972 -2.8302 0.0 0.0 0.0 -1.580
N -1.3173 0.2009 -1.5306 -0.6 -0.3 0.2 2.128
C -2.6662 -0.0467 -1.5277 0.6 0.2 -0.1 -0.122
C -3.3334 0.0668 -0.3054 -0.2 0.1 0.1 -0.186
F -2.5364 0.3246 0.7776 0.0 0.1 0.0 0.250
C -4.6900 -0.0215 -0.1269 0.1 -0.2 -0.1 -0.259
F -5.1907 0.1458 1.1014 -0.1 0.0 0.1 -0.338
C -5.5171 -0.3143 -1.1966 0.1 0.0 0.1 -0.754
C -4.8906 -0.5015 -2.4122 0.2 0.0 -0.1 0.311
F -5.6229 -0.8318 -3.4849 -0.1 0.0 0.0 -0.354
C -3.5208 -0.3851 -2.5946 -0.2 0.0 0.1 0.304
F -3.0455 -0.6706 -3.8193 0.1 0.0 -0.1 -0.398
H -2.5817 4.1173 -1.3833 0.0 0.0 0.0 0.563
H -2.3854 2.5008 -0.7220 0.0 0.0 0.0 -0.106
H -1.5463 3.8484 0.0205 0.0 0.0 0.0 -0.101
H -1.1433 2.9405 -2.8708 0.0 0.0 0.0 0.537
H -0.2413 4.2004 -2.0911 -0.1 0.0 0.0 0.405
H 1.5010 3.4731 -0.3308 0.0 0.0 -0.1 -0.573
H 2.3610 2.1535 -1.0665 0.0 0.0 -0.1 -0.619
H 1.6937 4.8178 -2.4117 0.0 0.0 0.0 0.360
H 3.2525 4.0561 -2.0899 0.0 0.0 0.0 0.455
H 2.2116 3.3906 -3.3224 0.0 0.0 0.0 0.298
H 0.6263 1.8763 -3.6617 0.1 0.0 0.1 0.551
H 1.4701 0.7898 -2.5664 -0.1 -0.1 0.0 0.164
H -1.3913 0.8382 -3.5199 0.0 0.0 0.0 0.710
H -0.3396 -0.5503 -3.2695 0.0 0.0 0.0 0.253
H -6.5850 -0.4107 -1.0834 0.0 0.0 0.0 0.503
C 2.5973 2.9374 6.6731 0.1 0.0 0.0 -0.894
C 1.0799 2.9977 6.6265 -0.2 0.0 0.0 -0.974
N 0.5541 2.8761 5.2717 0.0 0.0 -0.1 0.317
C -0.0300 1.6984 4.8844 0.1 0.0 0.0 -0.572
C -0.2981 1.3759 3.6063 0.0 0.1 0.5 1.245
C -0.7278 -0.0362 3.3118 0.2 0.4 -0.4 -0.296
O -1.3579 -0.7024 4.0982 0.0 -0.1 0.1 -0.720
O -0.2776 -0.4607 2.1507 -0.7 0.1 0.3 -0.184
C 0.0608 2.3204 2.5519 0.2 -0.2 -0.7 -0.108
O -0.5526 2.2150 1.3786 -0.2 0.1 0.3 -0.353
C 0.3976 3.6772 2.9987 0.0 -0.1 0.1 0.701
C 0.4756 4.7110 2.0774 0.0 0.0 0.1 -0.351
C 0.9330 5.9387 2.4826 0.1 0.0 0.1 0.084
F 1.1118 6.9198 1.5615 0.0 0.0 0.0 -0.379
C 1.2778 6.1925 3.8034 -0.1 0.1 -0.2 -1.484
C 1.1344 5.1765 4.7381 0.0 -0.1 -0.1 -0.887
C 0.7072 3.9074 4.3488 0.0 0.1 0.1 0.317
N 1.8360 7.4431 4.2282 0.1 -0.2 0.2 0.366
C 1.2877 8.6678 3.6923 -0.1 0.0 -0.1 -0.508
C 1.6794 9.8171 4.5945 0.4 0.1 0.1 -0.923
N 3.1954 9.8684 4.6367 0.0 -0.1 -0.1 -0.170
C 3.7917 8.5619 5.1219 -0.1 0.3 0.0 -0.758
C 3.2863 7.4547 4.2244 0.1 0.0 -0.1 -0.413
H 2.9460 2.9492 7.7063 0.0 0.0 0.0 0.415
H 3.0530 3.7784 6.1497 0.0 0.0 0.0 0.177
H 2.9527 2.0232 6.1982 0.0 0.0 0.0 0.309
H 0.6882 3.9074 7.0909 0.1 0.0 0.0 0.400
H 0.6552 2.1692 7.1921 0.0 0.0 0.0 0.461
H -0.2238 0.9883 5.6775 0.0 0.0 0.0 0.501
H 0.2391 4.5199 1.0410 0.0 0.0 0.0 0.248
H 1.3617 5.4000 5.7702 0.0 0.0 0.0 0.494
H 0.2015 8.6037 3.6429 0.0 0.0 0.0 0.488
H 1.6398 8.8846 2.6714 0.0 0.0 0.0 0.416
H 1.3612 9.6645 5.6243 -0.1 0.0 0.0 0.353
H 1.3471 10.7870 4.2299 -0.1 0.0 0.0 0.418
H 3.5159 10.6444 5.2138 0.0 0.0 0.0 0.344
H 3.5365 10.0438 3.6882 0.0 0.0 0.0 0.408
H 3.4429 8.4444 6.1466 0.0 -0.1 0.0 0.347
H 4.8733 8.6778 5.0983 0.0 -0.1 0.0 0.404
H 3.6665 6.5023 4.5912 0.0 0.0 0.0 0.374
H 3.6943 7.5896 3.2064 0.0 0.0 0.0 0.277
Se 4.3511 0.9670 -2.8034 0.1 0.1 -0.2 -0.620
Sb 4.2284 -0.0746 -0.6628 0.1 -0.3 0.1 0.226
Se 2.0591 1.2438 1.9737 0.5 0.0 0.6 0.334
Se 1.7582 -0.9833 -0.5804 0.2 -0.2 -0.1 -0.328
Se 4.0234 2.0650 0.9803 -0.4 0.2 0.2 -0.524
C -0.3934 -3.3317 1.0359 0.0 0.1 0.0 -0.804
N -1.4855 -2.5643 0.3931 0.3 0.1 0.0 1.254
C -1.7280 -3.1570 -0.9269 0.0 0.0 0.0 -0.541
N -2.0822 -4.5766 -0.8425 0.0 0.1 0.0 0.032
C -0.9836 -5.2794 -0.1752 0.0 -0.1 0.0 -0.718
N -0.7184 -4.7532 1.1627 0.0 0.1 0.0 0.034
C -1.9397 -4.8708 1.9562 0.0 -0.1 0.1 -0.680
N -3.0649 -4.1528 1.3532 0.0 0.1 0.0 -0.007
C -2.6860 -2.7426 1.2221 -0.1 0.0 0.0 -0.743
C -3.2718 -4.6901 0.0052 -0.1 -0.1 0.0 -0.697
H -0.2112 -2.9050 2.0202 0.0 0.0 0.0 -0.074
H 0.5090 -3.2155 0.4376 0.0 0.0 0.0 0.402
H -0.8275 -3.0322 -1.5342 0.0 0.0 0.0 0.159
H -2.5516 -2.6250 -1.4075 0.0 0.0 0.0 -0.029
H -0.0807 -5.1827 -0.7817 0.0 0.0 0.0 0.337
H -1.2388 -6.3392 -0.0956 0.0 0.0 0.0 0.347
H -1.7536 -4.4631 2.9521 0.0 0.0 0.0 0.381
H -2.2065 -5.9268 2.0512 0.0 0.0 0.0 0.348
H -2.4943 -2.3133 2.2081 0.0 0.0 0.0 0.052
H -3.5209 -2.2172 0.7579 0.0 0.0 0.0 0.205
H -4.0947 -4.1508 -0.4716 0.0 0.0 0.0 0.319
H -3.5479 -5.7443 0.0882 0.0 0.0 0.0 0.369
```
Forces are in eV/Å.